Formula: C4H7N2S
Source: the Open Molecules 2025 dataset
Level of theory: wB97M-V/def2-TZVPD

Geometry (Å):
C 1.066 -3.175 -0.232
C 1.816 -3.395 0.703
C 0.081 2.598 -0.169
C -0.060 1.160 -0.505
N 2.189 0.237 0.111
N 1.190 0.564 -0.401
S 3.498 -0.214 0.640
H 0.464 -2.918 -1.167
H 2.348 -3.497 1.567
H 0.631 2.781 0.713
H -0.888 3.086 0.159
H 0.479 3.197 -1.001
H -0.479 0.943 -1.460
H -0.509 0.648 0.410

## Properties
Spin multiplicity: 1
Electronic energy in eV: -18064.2246
Orbital gap in Eh: 0.301
Net charge: +1
LUMO in eV: -5.8
Energy above the lowest of the compared OMol25 structures with the same formula, charge and spin in kJ/mol: 595.08

Calculated atomic charges, method Mulliken, unit e:
1 C -0.3896
2 C -0.3817
3 C -1.1795
4 C 0.0043
5 N 0.1540
6 N 0.1890
7 S 0.1926
8 H 0.3460
9 H 0.4451
10 H 0.4059
11 H 0.3297
12 H 0.3410
13 H 0.2543
14 H 0.2889